C5H8OS | wB97M-V/def2-TZVPD

**E**: -18195.71297 eV
**ΔE to the lowest compared entry with this formula, charge and spin**: 1.5896 eV
**Charge**: 0
**E_LUMO**: 0.9 eV

Geometry as XYZ:
```
15
Properties=species:S:1:pos:R:3:forces:R:3
C 0.427 -1.685 0.453 -0.84 0.06 -0.03
C -0.511 -0.935 -0.153 2.28 -0.30 -1.30
C 1.495 0.465 -0.649 -3.16 -3.08 -1.44
C -1.922 -1.314 -0.336 -0.90 -0.71 1.56
C 1.576 1.870 -0.192 -0.97 -0.63 0.58
O -0.105 0.157 -0.871 1.91 0.50 1.24
S 2.089 -1.019 0.332 -0.70 0.66 0.18
H 0.147 -2.666 0.898 0.76 1.01 -0.19
H 1.736 0.202 -1.683 0.70 0.82 0.29
H -2.004 -2.383 -0.663 -0.01 0.92 0.53
H -2.462 -0.707 -1.062 0.16 0.17 0.26
H -2.314 -1.171 0.726 -0.41 -0.42 -1.59
H 2.554 2.100 0.168 0.67 0.23 0.38
H 0.810 1.945 0.617 0.73 0.41 -0.56
H 1.346 2.490 -1.049 -0.22 0.35 0.09
```
Positions in Å, forces in eV/Å.

Löwdin atomic charge list, values in e, 8 entries:
1. C -0.38
2. C -0.50
3. C -0.48
4. C -0.04
5. C -0.09
6. O -0.11
7. S 0.86
8. H 0.09

---

C5H8OS | wB97M-V/def2-TZVPD

**E**: -18191.65817 eV
**ΔE to the lowest compared entry with this formula, charge and spin**: 1.7288 eV
**Charge**: 0
**Multiplicity**: 3
**E_LUMO (spin up / spin down)**: 0.6 / -2.7 eV

Geometry as XYZ:
```
15
Properties=species:S:1:pos:R:3:forces:R:3
C -0.445 0.621 0.145 1.33 -5.02 -1.82
C -1.821 0.161 -0.269 -2.00 -0.98 0.38
C 0.848 -0.172 -0.077 -3.24 -1.80 -0.31
C 2.177 0.392 -0.012 1.83 0.28 0.65
C 0.791 -1.519 -0.237 -0.97 0.57 -0.07
O -0.267 1.773 0.482 0.52 5.64 1.52
S -3.603 1.070 0.104 3.71 -0.79 0.71
H -1.900 -0.186 -1.271 0.25 0.86 -1.62
H -1.957 -0.841 0.114 -0.15 -0.13 1.20
H 2.361 0.514 1.035 0.09 1.51 0.92
H 2.274 1.274 -0.630 0.48 0.32 0.26
H 3.034 -0.335 -0.112 -1.22 0.38 -1.07
H -3.075 1.291 1.357 -0.87 0.08 -0.60
H 1.730 -1.988 -0.445 0.02 -0.63 -0.08
H -0.148 -2.054 -0.184 0.22 -0.29 -0.08
```
Positions in Å, forces in eV/Å.

Löwdin atomic charge list, values in e, 8 entries:
1. C -0.41
2. C -0.37
3. C -0.32
4. C -0.09
5. C 0.03
6. O 0.20
7. S 0.61
8. H 0.05

---

C5H8OS2 | wB97M-V/def2-TZVPD

**E**: -29031.69619 eV
**ΔE to the lowest compared entry with this formula, charge and spin**: 0.9851 eV
**Charge**: 0
**E_LUMO**: -0.3 eV

Geometry as XYZ:
```
16
Properties=species:S:1:pos:R:3:forces:R:3
C 0.745 -1.708 1.290 -0.21 0.54 -0.49
C 0.600 -0.170 1.272 -0.97 0.58 0.86
C -0.754 0.239 0.664 0.19 -1.31 0.25
C 0.858 1.113 -1.427 0.61 0.00 0.32
C 1.714 -0.106 -1.721 -1.02 -0.48 -1.22
H 1.746 -2.066 1.550 -0.18 0.32 0.00
H 0.499 -2.055 0.282 0.13 -0.26 0.10
H 0.008 -2.106 1.973 -0.09 -0.23 0.14
H 1.451 0.315 0.819 0.12 0.02 -0.16
H 0.466 0.250 2.281 0.56 -0.40 -0.05
H 0.770 1.734 -2.321 0.11 -0.13 -0.07
H 1.386 1.679 -0.661 -0.34 0.30 0.07
H 1.329 -0.719 -2.557 -0.19 -0.03 -0.12
O 2.712 -0.467 -1.175 0.44 0.47 0.72
S -2.149 -0.072 1.458 0.29 0.34 -0.17
S -0.871 0.728 -0.984 0.55 0.28 -0.17
```
Positions in Å, forces in eV/Å.

Löwdin atomic charge list, values in e, 8 entries:
1. C -0.09
2. C -0.32
3. C -1.14
4. C -0.42
5. C -0.34
6. H 0.08
7. H 0.07
8. H 0.06

---

C5H8OS2 | wB97M-V/def2-TZVPD

**E**: -29027.53995 eV
**ΔE to the lowest compared entry with this formula, charge and spin**: 5.1414 eV
**Charge**: 0
**E_LUMO**: -0.8 eV

Geometry as XYZ:
```
16
Properties=species:S:1:pos:R:3:forces:R:3
C -0.806 -2.319 -0.439 -0.04 -0.16 -0.80
C 0.457 0.842 -0.377 -2.53 0.27 2.02
C 1.739 0.506 0.005 3.21 -1.06 0.93
C -1.892 1.258 0.187 -1.26 -0.03 2.41
C -0.465 0.979 0.581 -2.42 0.24 -2.00
O 0.081 -3.214 -0.023 -1.75 2.69 2.38
S 2.990 0.628 -1.215 0.82 0.67 0.16
S 2.116 -0.038 1.501 0.46 -0.01 0.29
H 0.068 0.938 -1.323 0.02 0.42 -2.50
H -1.995 1.730 -0.717 0.18 0.50 -2.87
H -2.505 1.995 0.759 1.04 -0.40 0.68
H -2.577 0.390 0.234 0.67 -0.06 -0.21
H -1.210 -1.614 0.357 1.15 -1.17 0.33
H -0.292 0.747 1.575 0.63 -0.07 1.74
H 4.024 0.895 -0.331 -0.85 -0.52 -0.69
H 0.268 -3.722 -0.772 0.68 -1.32 -1.87
```
Positions in Å, forces in eV/Å.

Löwdin atomic charge list, values in e, 8 entries:
1. C 0.02
2. C -0.27
3. C -1.20
4. C -0.08
5. C -0.14
6. O -0.03
7. S 0.74
8. S 0.66

---

C5H8OS2 | wB97M-V/def2-TZVPD

**E**: -29031.39018 eV
**ΔE to the lowest compared entry with this formula, charge and spin**: 1.2911 eV
**Charge**: 0
**E_LUMO**: -0.8 eV

Geometry as XYZ:
```
16
Properties=species:S:1:pos:R:3:forces:R:3
C -1.881 -1.468 0.251 0.09 -0.76 0.06
C 0.348 0.178 -0.042 0.31 0.04 0.09
C -0.651 1.277 0.255 0.45 0.15 -0.25
C 1.679 0.441 0.010 -0.37 0.90 0.02
C 2.734 -0.525 -0.157 0.32 0.24 0.09
H -2.532 -0.682 -0.081 -0.20 0.38 -0.12
H -2.306 -2.433 -0.055 0.15 0.26 0.01
H -1.785 -1.492 1.331 0.00 0.12 0.10
H -0.113 2.214 0.435 0.09 -0.08 -0.07
H -1.180 1.061 1.164 -0.33 -0.25 0.51
H -1.162 1.613 -1.571 -0.21 -0.01 0.01
H 1.986 1.497 0.177 -0.17 -0.89 -0.10
H 2.441 -1.563 -0.206 -0.18 -0.26 -0.04
O -1.633 1.435 -0.746 0.14 0.07 -0.27
S -0.261 -1.388 -0.539 0.07 0.08 -0.01
S 4.315 -0.163 -0.225 -0.15 0.01 -0.01
```
Positions in Å, forces in eV/Å.

Löwdin atomic charge list, values in e, 8 entries:
1. C -0.38
2. C -0.52
3. C -0.27
4. C -0.23
5. C -0.71
6. H 0.03
7. H 0.04
8. H 0.04

---

C5H8S | wB97M-V/def2-TZVPD

**E**: -16147.66568 eV
**ΔE to the lowest compared entry with this formula, charge and spin**: 1.9717 eV
**Charge**: 0
**E_LUMO**: 0.8 eV

Geometry as XYZ:
```
14
Properties=species:S:1:pos:R:3:forces:R:3
C 1.160 -1.424 -0.394 2.25 2.74 -2.00
C 0.307 -0.434 -0.166 2.13 1.48 -1.29
C -1.905 0.468 0.953 2.12 1.00 -1.08
C -0.977 -0.620 0.497 -1.95 -0.46 0.80
C 0.659 0.925 -0.845 0.41 0.26 0.39
S -2.487 -0.339 -0.584 0.00 -0.15 1.39
H 2.115 -1.203 -1.048 -2.02 -0.64 1.56
H 1.013 -2.368 -0.055 -0.37 -2.83 0.95
H -2.235 0.675 1.972 -0.87 -1.24 -0.29
H -1.436 1.386 0.654 -0.10 0.71 -0.20
H -1.108 -1.520 1.105 0.33 -0.02 -0.46
H -0.318 1.160 -1.306 0.85 0.37 -0.79
H 0.817 1.778 -0.120 -0.01 -1.07 -0.47
H 1.641 0.900 -1.547 -2.77 -0.16 1.49
```
Positions in Å, forces in eV/Å.

Löwdin atomic charge list, values in e, 8 entries:
1. C 0.04
2. C -0.41
3. C -0.43
4. C -0.53
5. C -0.08
6. S 0.81
7. H 0.11
8. H 0.02

---

Which of these has the highest E?
C5H8S